{
  "formula": "C34H37BrPdSb2Si",
  "method": "the ωB97M-V functional and the def2-TZVPD basis",
  "elements": ["Pd", "C", "Sb", "C", "C", "C", "C", "C", "C", "C", "C", "C", "Sb", "C", "C", "H", "H", "H", "H", "H", "H", "H", "H", "H", "H", "H", "H", "H", "H", "H", "H", "H", "H", "H", "H", "Br", "C", "C", "C", "C", "C", "C", "C", "C", "C", "C", "H", "H", "H", "H", "H", "H", "C", "C", "C", "C", "C", "C", "Si", "C", "C", "C", "C", "C", "C", "H", "H", "H", "H", "H", "H", "H", "H", "H", "H", "H"],
  "coordinates": [[0.27129, 0.22031, 0.69334], [0.25007, 0.27730, -4.66739], [0.17006, 0.21720, -2.44322], [2.30060, -0.10818, -2.44171], [-0.52564, -1.88636, -2.48173], [0.47510, -2.93348, -2.81368], [0.88417, -3.09591, -4.13993], [1.85871, -4.00947, -4.50873], [2.45447, -4.79835, -3.53625], [2.03702, -4.67509, -2.22005], [1.04567, -3.77064, -1.83307], [0.62595, -3.72966, -0.40323], [1.45284, -2.05815, 0.75672], [1.09272, -3.11479, 2.61124], [3.47482, -2.88077, 0.56300], [1.04312, -0.35449, -5.07211], [0.44173, 1.31238, -4.95798], [-0.71073, -0.02468, -5.09198], [2.53799, -1.06098, -2.92058], [2.67395, -0.07246, -1.42123], [2.74826, 0.70742, -3.01352], [-1.30963, -1.85116, -3.24291], [-0.99873, -2.03707, -1.51357], [0.42374, -2.47170, -4.89629], [2.15344, -4.09745, -5.54825], [3.22819, -5.51099, -3.79821], [2.48356, -5.30355, -1.45646], [0.94680, -4.63889, 0.10946], [-0.45659, -3.63746, -0.29602], [1.37386, -4.16529, 2.50856], [0.03364, -3.03451, 2.85889], [1.66728, -2.65620, 3.41564], [3.49745, -3.93179, 0.86082], [4.15360, -2.30792, 1.19611], [3.80155, -2.79084, -0.47401], [-0.00246, 0.09454, 3.70735], [-1.72046, -0.72256, 3.53903], [-2.24402, -1.21652, 4.70357], [-3.53774, -1.77260, 4.70967], [-4.26397, -1.78845, 3.55608], [-3.73264, -1.27692, 2.34399], [-4.52929, -1.28418, 1.17865], [-4.01413, -0.77161, 0.01943], [-2.69313, -0.29467, -0.02896], [-1.80816, -0.28309, 1.04830], [-2.40092, -0.74797, 2.28332], [-1.66374, -1.16397, 5.61444], [-3.94964, -2.16499, 5.63270], [-5.27223, -2.19157, 3.54188], [-5.53748, -1.68303, 1.23138], [-4.62093, -0.74742, -0.88219], [-2.35511, 0.08549, -0.98942], [1.37417, 5.03205, 4.31449], [0.19600, 4.40057, 3.92969], [0.15351, 3.65128, 2.76369], [1.26828, 3.51793, 1.92718], [2.43846, 4.16309, 2.33624], [2.49934, 4.90363, 3.51233], [1.15957, 2.41494, 0.34511], [-0.00621, 3.52246, -0.73714], [0.44813, 4.52994, -1.58996], [-0.42421, 5.28864, -2.36462], [-1.79156, 5.06211, -2.29368], [-2.27027, 4.06151, -1.45626], [-1.38857, 3.29710, -0.70412], [1.41430, 5.61011, 5.23172], [-0.69029, 4.48086, 4.55063], [-0.76320, 3.13502, 2.49431], [3.32403, 4.08401, 1.71352], [3.42846, 5.38667, 3.80015], [2.46915, 2.88431, -0.30579], [1.51474, 4.72452, -1.64750], [-0.03600, 6.05967, -3.02350], [-2.47706, 5.64918, -2.89631], [-3.33597, 3.86226, -1.40210], [-1.75908, 2.48129, -0.08893]],
  "lowdin_charge": [-0.12, -0.38, 1.30, -0.35, -0.33, -0.28, -0.08, -0.12, -0.12, -0.08, -0.28, -0.33, 1.28, -0.35, -0.34, -0.03, -0.03, -0.02, -0.01, -0.05, -0.01, 0.05, 0.01, 0.09, 0.09, 0.08, 0.10, 0.05, 0.06, -0.01, -0.02, -0.02, -0.02, -0.02, -0.02, 0.75, -0.59, -0.18, -0.12, -0.08, -0.19, -0.10, -0.12, -0.20, -0.20, -0.23, 0.08, 0.09, 0.09, 0.09, 0.09, 0.02, -0.14, -0.12, -0.15, -0.34, -0.14, -0.14, 0.48, -0.38, -0.14, -0.13, -0.14, -0.12, -0.15, 0.08, 0.09, 0.09, 0.07, 0.08, -0.06, 0.08, 0.08, 0.08, 0.09, 0.07],
  "homo_energy_ha": -0.00953,
  "e_above_lowest_kj_mol": 0.00,
  "e_tot_ha": -4789.64279,
  "homo_lumo_gap_ev": 4.89,
  "charge": -2
}